ORCA calculation (ωB97M-V/def2-TZVPD) on a cluster of 19 separate species, C75H105N9O10 in total at a distorted geometry.

```
199
Properties=species:S:1:pos:R:3:forces:R:3
O 0.8511 7.3106 1.5581 -0.1229 0.4058 -1.1098
O -7.1061 -3.7063 -4.7159 2.0994 1.6897 1.6725
O -4.2448 3.4915 -6.3851 2.4098 -1.7594 0.1690
O -3.7511 4.3659 4.5167 -0.0957 -2.6200 -1.0546
O -0.1638 -1.7458 0.2257 -0.9368 0.0691 0.1167
O -3.7834 -2.8866 -1.3259 0.3501 -1.6206 0.6755
O -0.5069 5.2268 -2.9076 0.4479 0.0536 -0.0818
O 1.1334 3.7259 2.9174 -0.5109 -0.2901 0.3618
O -5.0712 0.1139 2.9129 -0.1907 0.0108 -0.1289
O 4.1032 4.2154 -0.7054 -2.1117 0.9350 0.1024
N -1.3550 -3.3110 -5.5530 -0.5248 0.7548 1.3869
N 7.4012 0.3191 -1.0364 -0.7410 0.8640 0.6442
N 2.7428 -0.0189 -3.0787 -0.2919 1.0152 0.1901
N -4.6575 0.8103 -2.6304 -1.0378 0.8648 -0.1192
N 0.1294 -6.4102 1.0694 -0.0206 1.9214 0.6514
N 4.1609 -1.7248 2.8436 0.6856 -0.4902 1.2088
N 4.9480 -3.7731 -1.8996 -0.3357 -0.0614 -0.5937
N 8.0333 1.9424 4.4742 1.4586 0.0588 -1.4003
N -1.1321 -1.1793 6.4130 0.2036 -0.5765 0.2120
C 4.9075 -2.0938 3.9359 -0.8612 0.0007 -0.8604
C 3.9482 -2.6429 1.9062 0.9942 -0.7950 0.9787
C 1.1576 -7.0804 3.5521 0.4307 0.2377 -0.6248
C 2.6502 -3.7433 -1.2012 -0.4626 -1.4106 -0.2188
C -1.8698 3.5787 -1.8955 -0.0199 1.0350 0.0149
C 0.5366 -8.0477 2.7682 -1.1032 0.6146 0.6473
C 5.1524 0.7105 -0.1583 1.3504 0.3124 0.0679
C -4.2238 -5.2492 -1.6552 0.1665 1.1965 -0.5184
C 4.5189 -3.9472 2.0236 -0.2365 0.3276 -0.6985
C 0.7915 -5.4461 1.7823 -0.4834 -2.8325 0.9820
C -1.6049 4.7231 -2.8675 0.5963 -0.3420 0.6715
C 6.9355 2.3398 0.2059 -0.4653 -0.9033 -0.4484
C 0.7947 -2.1081 5.3309 -0.3980 1.1742 1.1089
C -1.3672 0.2084 -0.4009 -0.7619 0.0621 -0.0231
C -0.3777 -0.1346 6.7900 -1.2533 -0.1467 0.0260
C -2.4378 -1.1666 -5.1816 1.0687 -0.9908 1.2232
C 5.4664 -3.3462 4.0977 0.0403 -0.4754 0.3390
C -1.2820 -2.2209 -3.3334 -1.0214 0.0644 -1.1508
C 0.0295 1.7627 3.7029 0.6006 -0.2218 -0.0645
C 6.7961 0.4573 3.0582 1.3316 -0.2942 -0.1807
C 3.1793 1.2605 -2.9479 -1.3495 0.6389 -1.3431
C 3.8798 -5.8215 -1.3253 0.0861 0.4089 -0.4478
C 5.3000 -4.2970 3.1047 -0.7234 0.7617 -0.5658
C 0.9475 0.0367 6.5054 0.5114 -0.6946 -1.3428
C 1.7221 3.8960 -0.1947 1.4802 0.2409 0.0272
C 0.7030 0.8182 -4.1059 1.0168 -0.0781 0.4567
C 3.7804 -3.1246 -1.6888 1.4684 -0.1584 1.3543
C -6.4448 -2.8967 -4.0210 -2.7388 -0.8600 -1.5189
C 5.6076 1.8915 0.4124 0.4781 0.3235 0.3073
C 6.0922 -0.0261 -0.8698 1.2200 0.5222 -0.3875
C 2.4533 2.3758 -3.4522 -0.6499 -1.6330 -0.5459
C -3.5508 -4.0484 -0.9828 -0.2074 0.1192 -0.2079
C 1.2139 2.5969 3.3524 1.9883 0.5409 -0.8546
C -5.1220 -2.3399 -4.5129 -0.8162 -0.4877 0.4734
C 2.7346 6.1912 -0.9398 0.4057 0.5374 -0.3220
C -3.3760 2.6679 -6.7289 -1.7826 0.8526 -0.1506
C -6.0331 2.8053 -2.1988 1.2802 -1.2314 -1.4721
C -1.1319 -3.3095 -4.2119 1.1491 0.3924 -0.1044
C 9.1848 0.0234 3.4645 -2.2763 0.9263 -1.5223
C 4.9825 -5.1034 -1.7782 -0.9129 0.6571 0.0475
C -5.6076 -1.7825 1.6001 0.5202 -0.7675 -0.0849
C -7.0924 -2.3520 -2.7505 0.9958 -0.8964 0.1073
C -5.8880 1.0524 -0.5520 0.4367 -0.0605 -1.3375
C -0.5520 -2.1971 5.7625 1.5896 1.0821 -0.1349
C -0.1328 -0.5862 -0.1482 1.8040 -0.8303 -0.6294
C -2.7115 5.2198 -3.6987 -0.0527 -0.1587 -0.6896
C 7.8062 1.5165 -0.5001 -1.7565 -1.3124 -0.3352
C -2.1151 2.2742 -5.9078 -0.6677 0.6241 0.4851
C -2.5682 -4.4161 0.1274 0.0157 1.2655 -0.5274
C 7.9650 -0.3616 2.8482 -0.4675 1.7617 0.9563
C 9.1568 1.2539 4.1450 -0.6458 -1.3011 1.2485
C -5.1767 2.0095 -3.0130 -0.4508 -0.5562 1.1826
C -5.0640 0.3087 -1.4506 -0.3234 1.7484 0.6185
C 1.5079 -0.2258 -3.5964 0.6724 1.3824 -0.1152
C 1.5228 -0.9476 5.6970 -0.2959 -1.0563 -0.1176
C 1.2453 -0.0184 -0.3537 -0.1458 1.2020 0.1674
C 1.3683 -5.7973 3.0284 -0.8466 0.4915 -0.9645
C -0.2082 6.7309 1.4721 0.2227 -1.0248 0.9433
C 2.9878 4.7432 -0.6329 0.3780 -1.2828 0.0226
C -3.5521 2.0594 -8.1250 0.3264 -0.1885 0.4845
C 6.9026 1.6228 3.8263 1.3716 -0.8768 0.0282
C -0.0601 -7.6210 1.5916 1.2460 0.4982 -1.1678
C -3.1648 2.4239 3.1170 0.0969 1.3382 0.2120
C -4.6917 -0.9081 2.3852 0.3030 0.4977 0.6775
C -3.8757 3.1477 4.2843 0.9361 2.2219 0.8551
C -4.7115 2.3134 5.2123 -0.1370 -0.6644 0.1985
C -0.7191 6.0980 2.7281 -0.0158 0.6323 0.6073
C -6.3692 2.3107 -0.9609 0.4485 -0.5128 0.5949
C -1.9941 -2.2285 -6.0140 -0.4051 1.1097 1.0214
C 1.2201 2.1203 -4.0858 0.5986 -0.3678 0.7704
C 2.6952 -5.1353 -1.0670 0.6170 -0.5392 -0.0834
C -2.0148 -1.1493 -3.8210 -0.4598 -0.1814 -1.7194
C -3.2276 -1.3324 2.5333 -0.6689 0.3584 0.3144
C 2.6052 1.9281 3.4118 -0.9583 0.4021 -0.7324
C -1.0759 6.5921 0.2510 0.7618 0.2907 0.1410
H 1.4325 0.5859 0.5338 0.2442 0.0233 0.4054
H -4.9095 -2.4550 1.1017 -0.5980 -0.1631 -0.7548
H -2.1860 -2.1401 -7.0731 -0.0178 -0.3743 -0.1993
H 0.7350 -4.4256 1.4333 0.3771 0.0344 -0.3210
H 2.9528 1.9581 4.4444 0.1654 -0.5499 -0.0723
H -3.2000 2.8358 -8.8042 0.2143 -0.1782 -0.2374
H -1.9673 -3.5221 0.2941 0.1714 -0.0059 0.1795
H 3.3060 2.4357 2.7489 -0.0577 0.4858 0.3323
H -2.3374 6.0216 -4.3354 -0.2781 0.0992 0.1583
H 0.3594 0.7463 3.9179 -0.2799 0.0259 0.0867
H 10.0685 -0.5133 3.1526 0.2973 0.1914 0.4338
H -0.5224 7.0308 -0.5793 -0.5891 0.1120 -0.2109
H 10.1007 1.5672 4.5662 -0.0501 0.5011 0.2678
H 2.9907 6.8547 -0.1138 -0.4655 -0.3568 0.6176
H 2.0283 -0.7705 -0.4503 -0.3229 -0.0726 0.0425
H -1.8997 -5.2338 -0.1419 -0.2295 -0.1269 0.0507
H 6.1793 2.4244 3.8502 -0.6963 -0.4042 0.2352
H -1.1842 5.1140 2.6680 0.1752 0.1420 -0.1169
H -3.8146 2.2119 2.2680 -0.3625 -0.6116 0.4779
H 4.1411 1.5035 -2.5207 0.1885 -0.6211 0.2267
H 7.9960 -1.1508 2.1115 -0.4349 -0.3151 0.1753
H -1.4507 6.8075 3.1147 -0.4044 -0.0649 0.1190
H 2.0939 3.2252 0.5798 -0.1310 0.1129 0.1999
H 5.7085 -5.2966 3.1238 0.1458 0.0255 0.3150
H -2.0223 7.0620 0.5185 -0.0592 0.2667 -0.4410
H -5.7005 2.3737 4.7579 -0.2687 -0.3805 0.1916
H 7.3554 3.2856 0.5152 -0.4863 0.1193 0.4634
H -0.6379 -4.1802 -3.8067 0.0008 -0.3613 -0.1787
H 1.8977 -5.0074 3.5403 0.0492 -0.1478 0.4152
H 1.3629 3.2297 -0.9789 0.1039 0.3159 -0.4154
H 4.4318 -4.7448 1.3006 -0.5306 0.3896 -0.5710
H 0.9001 4.5022 0.1860 0.1987 0.0351 -0.0254
H -6.2219 -2.4064 2.2493 0.0319 0.1036 0.2866
H -1.1129 -3.1005 5.5740 -0.3538 0.0836 -0.0796
H -0.2772 0.6157 -4.5116 0.0945 -0.1184 -0.0638
H 1.1738 -1.2525 -3.6222 -0.0282 -0.1060 -0.0580
H -1.2779 2.9383 -6.1224 0.0508 -0.0386 -0.6235
H -2.8039 -0.6540 3.2737 0.2280 -0.1550 -0.1064
H -8.0409 -2.8525 -2.5554 -0.1373 0.4459 -0.3663
H -4.9437 2.3145 -4.0225 0.2167 0.2401 -0.0693
H -0.9140 0.6339 7.3269 -0.1170 0.1138 0.1422
H -4.4059 1.2713 5.3065 -0.0468 -0.0908 -0.7201
H -1.3008 5.5433 0.0577 0.1263 -0.0321 0.0502
H 5.9634 -3.6897 4.9929 0.2155 0.6104 0.2458
H -4.6448 -0.6548 -1.2013 -0.1010 -0.2088 0.1906
H -2.2462 2.4588 -4.8416 -0.5310 -0.0257 0.0864
H 2.8348 3.3860 -3.4668 0.2312 -0.0503 0.3362
H 4.9902 -1.3555 4.7198 0.1432 0.1772 -0.0271
H -4.5886 1.8572 -8.3948 -0.0916 0.2963 0.4133
H 3.8820 -2.0495 -1.6818 -0.3306 0.2041 -0.5178
H -6.9514 2.9276 -0.2924 -0.1891 -0.1411 0.1498
H -1.6780 0.6631 0.5397 -0.1798 -0.0821 0.2158
H -1.0390 3.6523 -1.1937 -0.1167 -0.5241 0.0920
H 4.9374 2.4115 1.0810 0.0272 0.4596 -0.1975
H -2.3170 -0.3235 -3.1941 -0.0149 0.0813 0.0871
H -6.2918 -1.2336 0.9531 0.2953 -0.1389 -0.0755
H 0.3056 -9.0239 3.1683 0.1874 -0.1226 -0.0337
H -4.6454 -4.9060 -2.6000 -0.1175 -0.0542 -0.0120
H -0.5684 1.7701 2.7916 -0.4096 0.0234 0.3660
H 5.8506 0.2678 2.5718 0.1316 -0.2782 -0.1726
H -4.7742 2.6141 6.2581 0.0916 0.8978 -0.2985
H -3.1479 -2.3578 2.8943 -0.0068 -0.0850 -0.0849
H -3.4788 -6.0122 -1.8807 -0.1759 -0.1665 0.3009
H 1.4611 0.9622 6.7200 0.1006 -0.0843 0.3154
H -2.4309 3.0869 2.6589 0.1506 0.3350 0.4011
H 1.7241 -3.2568 -0.9325 0.0187 0.4724 -0.1620
H -0.4385 2.2062 4.5818 -0.4603 -0.0905 -0.2458
H 4.1489 0.3254 -0.0534 -0.0991 0.1725 0.1309
H 1.7039 6.3667 -1.2479 0.0878 0.0093 0.1066
H -6.1472 0.6713 0.4248 0.0468 0.0090 -0.0263
H 3.3274 -2.2817 1.0996 -0.0046 -0.4912 -0.3270
H -6.3758 3.7435 -2.6097 -0.1346 0.0806 0.2121
H 0.1256 6.1598 3.4142 -0.2237 -0.5476 0.1078
H -5.3899 -1.6113 -5.2781 0.0932 -0.0779 -0.2417
H -4.6071 -3.1963 -4.9482 0.3346 0.3286 -0.1293
H -4.5405 -1.8094 -3.7589 -0.1454 -0.3490 0.0576
H 1.3408 0.7179 -1.1517 -0.2782 -0.1846 -0.1309
H -7.0871 -1.2639 -2.6854 -0.2601 -0.0221 -0.2223
H 5.7475 -0.9182 -1.3715 0.3734 -0.3392 -0.0851
H -3.0906 -4.6315 1.0595 -0.1406 -0.2637 -0.0509
H -2.7000 -1.2539 1.5827 -0.0062 -0.0915 -0.0447
H 8.8280 1.8369 -0.6404 0.1654 -0.2785 -0.1819
H 1.8560 -5.7559 -0.7895 -0.3463 0.3818 0.2311
H -0.9653 -2.1745 -2.3020 0.1496 -0.6269 0.0404
H -1.9791 2.5869 -2.3344 0.0481 0.1456 -0.2014
H -2.8062 3.8504 -1.4081 -0.1287 -0.3636 0.2856
H 1.4604 -7.3331 4.5575 0.3063 0.0418 0.0089
H 3.4231 6.6045 -1.6769 0.0061 -0.5462 -0.4736
H -1.7964 1.2340 -5.9739 -0.1576 0.1775 -0.5959
H -2.9551 4.3698 -4.3362 -0.5903 0.1244 -0.1770
H -1.3630 1.0320 -1.1149 0.7165 -0.2047 -0.0484
H -5.0452 -5.6147 -1.0389 0.1913 -0.2289 0.1349
H 2.4894 0.9510 2.9428 0.2237 -0.5334 0.7562
H 0.6812 2.9503 -4.5185 -0.1681 0.0430 -0.0260
H -0.6058 -8.2313 0.8873 -0.1449 -0.6565 0.4135
H -3.1353 -0.4032 -5.4932 0.1586 0.0124 -0.3966
H -2.6205 1.5732 3.5271 -0.5021 -0.2230 -0.3111
H -3.5870 5.4932 -3.1099 0.0023 0.0138 -0.1085
H 1.2783 -2.9085 4.7906 -0.0489 0.0067 -0.1270
H -2.1272 -0.4992 -0.7326 -0.2332 -0.0132 0.2239
H -6.4345 -2.6849 -1.9477 0.2626 0.1045 0.2938
H 5.8663 -5.6293 -2.1078 0.3510 0.1526 0.2145
H 3.9741 -6.8949 -1.2521 -0.2691 -0.1047 0.1026
H 2.5420 -0.8641 5.3495 0.1289 0.0954 -0.0129
H -3.0116 1.1226 -8.2608 0.3155 0.2043 -0.0691
```
Positions in Å, forces in eV/Å.

Calculated values
molar mass	1292.718	g/mol
LUMO level	0.0068	Ha
total energy	-4165.8732	Ha
multiplicity	1

Atom charges from the Mulliken analysis, given in e for atoms 1 to 4: -0.61 -0.64 -0.57 -0.60